Record 1
Computed, not measured: a 2-piece molecular cluster, C11H12Si overall, with the ωB97M-V functional and the def2-TZVPD basis.

Values from the calculation:
- Energy above the lowest of the compared OMol25 structures with the same formula, charge and spin: 114.6 kcal/mol
- Frontier orbital gap (spin up / spin down): 7.0 / 7.6 eV
- E_LUMO (spin up / spin down): -0.75 / 0.31 eV
- Highest occupied orbital energy (spin up / spin down): -0.283 / -0.268 hartree

XYZ file:
```
24
Properties=species:S:1:pos:R:3:forces:R:3
C 3.9963 0.7167 2.1757 -0.3108 -0.0698 -0.0913
C -0.5975 2.8543 1.6272 0.0843 -0.2552 0.0044
C -0.2014 -2.0081 3.0840 0.0533 0.1662 -0.0839
C 2.8255 0.5592 1.9478 -0.8038 -0.0057 0.0502
C 0.0558 1.8442 1.6416 0.5636 -0.6053 0.1489
C 0.2953 -1.0579 2.5372 0.3843 0.6495 -0.2525
C -1.8246 -0.7008 -1.0925 -0.1192 -0.0260 -0.0077
C -1.4180 0.6600 -1.6932 -0.1950 0.1334 -0.0230
C -0.6521 -1.6455 -1.3710 -0.1367 -0.1601 0.3468
C 0.0730 0.5525 -2.0564 0.0873 0.2360 0.0762
C 0.5220 -0.7386 -1.4498 0.2109 0.3776 0.4198
Si 1.0504 0.3050 1.5682 -0.3070 -0.5263 -1.0099
H 5.0173 0.8501 2.3924 0.4878 0.0671 0.0689
H -1.1877 3.7252 1.6514 -0.2517 0.4318 -0.0363
H -0.6386 -2.8241 3.5901 -0.1547 -0.3086 0.1555
H -1.9676 -0.6050 -0.0159 -0.0239 -0.0346 0.0307
H -2.7532 -1.0733 -1.5251 -0.0378 -0.0040 0.0951
H -2.0201 0.8950 -2.5739 0.0471 0.0443 0.0769
H -1.5713 1.4541 -0.9617 -0.0467 0.0022 -0.0874
H -0.5516 -2.4349 -0.6212 0.0144 0.0251 -0.0736
H -0.8054 -2.1439 -2.3427 0.1533 0.0287 0.0229
H 0.2038 0.5267 -3.1504 0.0523 -0.0958 0.0978
H 0.6430 1.4132 -1.7011 0.0331 -0.0372 -0.0741
H 1.5067 -1.1241 -1.6606 0.2156 -0.0333 0.1457
```
Positions in Å, forces in eV/Å.

Charges computed using Löwdin, reported in e:
1. C 0.039
2. C 0.041
3. C 0.038
4. C -0.245
5. C -0.242
6. C -0.249
7. C -0.195
8. C -0.190
9. C -0.226
10. C -0.227
11. C -0.104
12. Si 0.608
13. H 0.016
14. H 0.018
15. H 0.016
16. H 0.096
17. H 0.101
18. H 0.102
19. H 0.084
20. H 0.105
21. H 0.121
22. H 0.114
23. H 0.097
24. H 0.084



Record 2
Computed, not measured: CH4DyO as an isolated structure, with the ωB97M-V functional and the def2-TZVPD basis.

Values from the calculation:
- Total charge: +1
- Frontier orbital gap (spin up / spin down): 5.8 / 7.0 eV
- <S²>: 9.67
- Spin multiplicity: 6
- E_LUMO (spin up / spin down): -6.13 / -4.59 eV
- Highest occupied orbital energy (spin up / spin down): -0.438 / -0.426 hartree

XYZ file:
```
7
Properties=species:S:1:pos:R:3:forces:R:3
Dy 2.4214 -0.0114 -0.7341 -3.1667 -1.0720 1.0284
O 0.3962 -1.1237 -0.1417 5.3253 -0.4107 -1.2653
H -0.0280 -1.9078 -0.4921 -0.6655 -0.2324 -0.2172
C -0.4208 0.5293 0.2205 -2.3929 3.3785 1.1604
H -0.9256 1.4436 0.5494 1.9587 3.4811 0.1534
H -0.9840 0.7550 -0.7120 -0.2893 -2.8032 0.2708
H -0.4592 0.3150 1.3100 -0.7695 -2.3413 -1.1305
```
Positions in Å, forces in eV/Å.

Charges computed using Löwdin, reported in e:
1. Dy 1.662
2. O -0.565
3. H 0.009
4. C -0.195
5. H 0.001
6. H 0.040
7. H 0.047



Number 1: energy -715.57321 a.u.. Number 2: energy -1000.29084 a.u..